No. 1
ORCA calculation (wB97M-V/def2-TZVPD) on a molecular structure, C37H53BrF3N3O7P2S2Sn at a distorted geometry.

The geometry in XYZ format:
```
109
Properties=species:S:1:pos:R:3
Sn -14.80307 6.19587 11.80730
C -12.83319 5.64516 15.32964
C -13.84344 4.46829 15.13473
C -13.11134 3.09596 14.91808
P -15.16694 5.02664 14.00345
C -16.40969 3.66710 14.03302
C -17.85652 4.08391 13.76335
C -15.94142 2.63725 12.98521
C -15.83792 6.44227 14.74742
C -16.53785 6.33066 15.94212
C -17.15755 7.41171 16.58211
C -17.97667 7.23273 17.82597
C -16.87760 8.69416 16.01345
C -16.08851 8.84010 14.88915
C -15.59590 7.70696 14.17537
N -14.82124 7.77746 12.99880
C -14.54540 9.15306 12.60142
C -15.64824 9.87391 12.09592
C -17.09478 9.51269 12.02878
C -15.36900 11.18890 11.67570
C -14.17173 11.81551 11.82619
C -13.85786 13.27366 11.50131
C -13.09785 11.10324 12.30253
C -13.30846 9.75469 12.77752
C -12.15910 8.89681 13.32423
H -12.17009 5.38108 16.21279
H -13.31747 6.56872 15.63760
H -12.33874 5.91468 14.41627
H -14.39677 4.32898 16.03589
H -12.83990 2.88271 13.88665
H -13.70561 2.24832 15.21976
H -12.15498 3.15163 15.54947
H -16.44903 3.20830 14.97001
H -18.18805 4.98810 14.15817
H -18.54864 3.37116 14.12934
H -17.96287 4.10536 12.69226
H -16.78047 2.01889 12.83996
H -15.03059 2.07731 13.31417
H -15.64937 3.19324 12.02135
H -16.66881 5.36037 16.38171
H -17.66542 7.91685 18.65630
H -17.99592 6.20720 18.20892
H -19.05399 7.45417 17.60706
H -17.31077 9.58952 16.51674
H -15.90019 9.88731 14.54166
H -17.31499 8.54060 12.45626
H -17.38913 9.44731 10.97865
H -17.71891 10.28644 12.44980
H -16.19111 11.72882 11.23575
H -12.92684 13.50177 12.01127
H -14.54722 14.04752 11.86125
H -13.78099 13.28798 10.39202
H -12.18745 11.69923 12.42863
H -11.20224 9.41834 13.32084
H -12.14093 8.02038 12.75461
H -12.41167 8.56294 14.33553
S -14.51489 7.33343 9.67494
C -13.11331 8.13921 9.91049
N -12.05747 8.62833 9.84394
Br -14.63819 0.01211 7.67831
C -14.48983 1.84988 7.39877
C -15.01492 2.43764 6.25119
C -15.02894 3.83652 6.17843
C -14.71916 4.56513 7.29458
N -14.25401 4.00037 8.40902
C -14.12169 2.68805 8.42690
H -15.49007 1.87623 5.41363
H -15.29392 4.30777 5.24576
H -14.73152 5.67505 7.39820
H -13.77877 2.24069 9.36804
C -17.54818 8.14947 8.14187
C -17.99943 6.70543 7.83250
C -17.57287 6.35960 6.43282
C -19.53756 6.54213 8.09936
O -17.24634 5.75275 8.67887
P -17.45260 5.43942 10.23682
O -16.04173 5.00268 10.63052
O -17.95736 6.54036 11.08587
O -18.32655 4.15439 10.37974
C -18.55907 2.80520 9.64744
C -19.29828 1.83383 10.54942
C -17.20879 2.20358 9.24715
C -19.36613 3.11468 8.45239
H -18.13526 8.86409 7.49119
H -16.47097 8.41076 8.10144
H -17.74359 8.25131 9.23390
H -18.00410 7.14830 5.83256
H -17.94025 5.41985 6.04547
H -16.49711 6.23607 6.46360
H -19.98064 7.40175 7.56350
H -19.67981 6.74129 9.17257
H -19.83310 5.56906 7.84431
H -18.75142 1.58522 11.49021
H -19.68643 1.01371 9.93894
H -20.26060 2.21876 10.95329
H -16.60606 2.07826 10.13014
H -16.71105 2.88880 8.60394
H -17.42221 1.23736 8.77401
H -20.39011 3.50787 8.61454
H -19.41065 2.19802 7.77035
H -18.81626 3.83670 7.77731
F -10.30830 6.70600 11.56168
C -10.31585 5.43163 12.00937
F -10.38714 5.41808 13.27913
F -9.13117 4.86617 11.65393
S -11.74788 4.64484 11.21754
O -11.63967 4.95190 9.83099
O -12.76539 5.52447 11.98500
O -11.79263 3.29438 11.56223
```

The value obtained for the LUMO energy is -0.363 eV. The calculation puts the HOMO energy at -8.3 eV. The value obtained for the HOMO-LUMO gap is 7.94 eV. As for the max |F|: 3.45 eV/A. The energy relative to the best compared isomer or geometry (same formula, charge and spin) is 61.17 kJ/mol.

***

No. 2
ORCA calculation (wB97M-V/def2-TZVPD) on 13 unconnected molecules or ions with the total composition C37H53Cl36F4N2O3 at a distorted geometry.

The geometry in XYZ format:
```
135
Properties=species:S:1:pos:R:3
C -3.50005 0.41280 3.04773
C -3.80277 1.25464 1.69362
C -3.56982 2.80745 2.02525
C -2.31579 3.47609 1.28458
C -0.96499 2.60959 1.32464
C 0.04663 3.06554 2.51593
C 0.15197 1.89013 3.61045
C 1.64514 1.36455 3.83288
C 2.31428 0.61352 2.57295
C 1.28959 -0.12320 1.59196
C 1.17117 0.08913 0.05716
C 2.18802 1.20287 -0.54161
C 3.69568 0.57677 -0.56084
O 3.62270 -0.88039 -0.54215
C 4.58245 1.11186 -1.78772
F 5.85765 1.50155 -1.24700
F 4.88670 0.06711 -2.71463
F 4.07029 2.27092 -2.41738
N 0.36031 -0.50777 -0.91152
N -0.47679 -1.45508 -0.49547
C -1.31835 -2.13641 -1.56054
C -1.11003 -1.50848 -3.02104
C -1.99576 -0.16676 -3.28717
C -0.54921 -1.78692 0.88355
C -1.64830 -2.92849 1.24159
C -1.04803 -4.38999 0.83295
C -2.08437 -5.23967 -0.08370
F 0.25804 -4.27395 0.18654
C 0.25696 -1.23264 2.07202
C 0.17092 -1.67160 3.59451
C 1.62738 -2.32832 3.96665
O 1.42030 -3.79000 3.92726
C 1.21626 -4.30438 5.24031
O 2.24409 -4.59381 5.90859
H -3.43068 1.06113 3.98364
H -4.30286 -0.38283 3.24515
H -2.49316 -0.15738 2.97890
H -4.87753 1.01852 1.34000
H -3.10996 0.82859 0.89171
H -3.53524 3.03980 3.15770
H -4.51041 3.36322 1.64052
H -2.14031 4.50551 1.76498
H -2.56538 3.66294 0.18901
H -0.39520 2.85053 0.34362
H -1.11420 1.47908 1.33044
H -0.42225 3.98652 3.01656
H 1.06503 3.40378 2.12602
H -0.18273 2.35296 4.61780
H -0.60597 1.05998 3.39169
H 2.32608 2.26536 4.06801
H 1.74771 0.67666 4.75631
H 3.06249 -0.15194 3.01125
H 2.97628 1.37428 2.01008
H 1.84321 1.56467 -1.56485
H 2.24652 2.11811 0.15600
H 4.26899 0.85038 0.40113
H 3.18494 -1.16899 -1.37396
H -1.08244 -3.26526 -1.61893
H -2.43777 -2.01566 -1.30179
H -0.01458 -1.37365 -3.32880
H -1.54056 -2.28435 -3.76466
H -1.77724 0.66424 -2.53920
H -3.09633 -0.50753 -3.18514
H -1.90456 0.18812 -4.38220
H -2.64379 -2.75111 0.68082
H -1.92202 -2.95042 2.34275
H -0.84767 -5.02996 1.77278
H -3.15947 -4.82754 -0.01472
H -2.15030 -6.34393 0.27823
H -1.75081 -5.26291 -1.19009
H 0.06157 -0.77656 4.31380
H -0.59134 -2.47880 3.83462
H 2.36575 -2.11284 3.12228
H 1.98968 -1.96827 4.98478
H 0.18804 -4.46440 5.73187
C -6.21846 -1.39580 -1.65726
Cl -5.82443 -1.20003 -3.36856
Cl -4.73468 -1.55407 -0.69870
Cl -7.18868 -0.03591 -1.07832
H -6.80234 -2.30702 -1.54183
C -3.67878 3.49001 -3.16214
Cl -2.30369 3.24146 -4.24721
Cl -4.20905 1.95173 -2.46265
Cl -3.25977 4.63217 -1.88135
H -4.50067 3.90654 -3.74159
C -4.63150 -3.26257 4.66350
Cl -4.23792 -3.03177 2.95200
Cl -3.15229 -3.42542 5.62293
Cl -5.61700 -1.92323 5.26334
H -5.20649 -4.18140 4.76165
C 5.48144 4.90895 -4.49554
Cl 6.78785 4.55949 -5.63679
Cl 5.89157 6.30520 -3.48816
Cl 3.96108 5.19026 -5.35737
H 5.35267 4.04445 -3.84702
C -5.82236 0.18375 -7.21812
Cl -4.44808 -0.06775 -8.30261
Cl -6.35235 -1.35390 -6.51969
Cl -5.40334 1.33602 -5.94099
H -6.64485 0.59851 -7.79763
C 8.78312 2.72843 -8.50635
Cl 10.08584 2.37307 -9.64950
Cl 9.19890 4.12573 -7.50301
Cl 7.26205 3.01112 -9.36480
H 8.65459 1.86703 -7.85616
C 4.92254 10.09336 -2.08069
Cl 3.73711 9.93716 -3.38452
Cl 4.14801 9.86851 -0.50553
Cl 6.24076 8.93317 -2.29696
H 5.34081 11.09734 -2.11638
C 1.20358 5.73201 5.18615
Cl 1.22767 7.49922 5.13715
Cl -0.46199 5.13939 5.26640
Cl 2.05062 5.06032 3.77957
H 1.72342 5.40755 6.08439
C 2.34976 2.78560 7.76581
Cl 3.17851 3.30996 6.28872
Cl 1.20827 4.02090 8.31244
Cl 1.51805 1.24538 7.50496
H 3.09686 2.64247 8.54419
C 6.21733 -0.79801 -8.27594
Cl 7.52681 -1.15534 -9.41016
Cl 6.63432 0.59318 -7.26478
Cl 4.70450 -0.50354 -9.14442
H 6.07862 -1.66208 -7.62926
C -4.50324 -8.66568 -0.37625
Cl -3.47436 -8.27243 -1.76148
Cl -4.40349 -7.39522 0.85289
Cl -6.17839 -8.89996 -0.89288
H -4.14609 -9.59637 0.06356
C -1.64461 -10.78816 1.84494
Cl -3.40741 -10.95469 1.84665
Cl -0.88430 -12.23957 1.18152
Cl -1.15578 -9.35521 0.92731
H -1.31146 -10.66644 2.87377
```

The value obtained for the LUMO energy is -4.012 eV. The calculation puts the HOMO energy at -11.9 eV. The value obtained for the HOMO-LUMO gap is 7.88 eV. Its net charge is +1. As for the max |F|: 5.19 eV/A.